[1]
# C36H70BClF9N4O5PS2

A cluster of 3 separate species, C36H70BClF9N4O5PS2 in total at a distorted geometry (the ωB97M-V functional and the def2-TZVPD basis, the OMol25 dataset).

Last column: Löwdin charge in e.
Geometry (Å):
C: -1.637 9.735 6.191  -0.12
C: -1.971 8.894 4.960  -0.27
C: -1.048 9.202 3.769  -0.22
C: -1.698 8.942 2.402  -0.21
C: -1.378 7.541 1.856  -0.22
C: -2.417 7.023 0.859  -0.22
C: -2.223 5.538 0.525  -0.22
C: -1.363 5.293 -0.717  -0.22
C: -1.135 3.806 -0.970  -0.22
C: 0.064 3.497 -1.865  -0.22
C: 0.245 1.996 -2.047  -0.20
C: 1.456 1.619 -2.913  -0.17
C: 2.416 0.592 -2.295  -0.17
C: 1.950 -0.883 -2.338  -0.50
P: 2.558 -1.499 -3.980  0.77
N: 4.110 -1.762 -4.088  -0.28
O: 0.503 -0.981 -2.442  0.01
C: -0.062 -1.045 -1.227  -0.54
O: -1.159 -0.651 -0.975  0.16
C: 0.945 -1.743 -0.234  -0.30
C: 0.281 -3.124 0.146  -0.63
Cl: -0.618 -3.760 -1.260  0.76
C: -0.661 -3.085 1.347  -0.27
C: -1.433 -4.409 1.516  -0.11
S: 0.999 -0.539 1.163  0.82
O: 1.882 0.526 0.782  -0.24
O: -0.321 -0.225 1.612  -0.23
C: 1.801 -1.413 2.640  -0.44
F: 0.858 -1.555 3.585  0.13
F: 2.231 -2.622 2.260  0.14
C: 2.941 -0.586 3.285  -0.38
F: 2.428 0.613 3.600  0.17
F: 3.954 -0.436 2.425  0.16
C: 3.493 -1.226 4.599  -0.35
F: 2.638 -0.972 5.597  0.17
F: 3.618 -2.555 4.451  0.17
C: 4.887 -0.652 4.995  -0.56
F: 5.848 -1.222 4.276  0.19
F: 5.108 -0.913 6.276  0.19
F: 4.932 0.662 4.811  0.20
C: 2.275 -1.829 -1.135  -0.42
S: 2.379 -3.581 -1.802  0.86
B: 3.746 -1.634 -0.449  -0.68
N: 4.529 -0.422 -0.607  0.19
O: 4.233 -2.668 0.322  0.10
H: -2.011 10.751 6.063  0.07
H: -2.078 9.311 7.093  0.07
H: -0.556 9.785 6.327  0.07
H: -1.867 7.835 5.208  0.10
H: -3.012 9.054 4.672  0.10
H: -0.186 8.535 3.850  0.11
H: -0.687 10.229 3.834  0.10
H: -1.352 9.679 1.675  0.11
H: -2.785 9.019 2.480  0.10
H: -1.330 6.841 2.695  0.11
H: -0.404 7.562 1.359  0.11
H: -3.397 7.141 1.330  0.11
H: -2.370 7.609 -0.061  0.11
H: -1.727 5.043 1.368  0.11
H: -3.176 5.018 0.400  0.11
H: -0.414 5.825 -0.633  0.11
H: -1.930 5.693 -1.566  0.11
H: -2.031 3.327 -1.369  0.12
H: -0.938 3.323 -0.004  0.12
H: 0.962 3.951 -1.438  0.12
H: -0.114 3.954 -2.846  0.12
H: 0.367 1.566 -1.053  0.09
H: -0.670 1.574 -2.459  0.12
H: 1.106 1.244 -3.879  0.10
H: 2.035 2.516 -3.142  0.12
H: 2.691 0.906 -1.298  0.09
H: 3.339 0.625 -2.884  0.10
H: 2.166 -0.475 -4.856  0.02
H: 1.754 -2.588 -4.329  -0.01
H: 4.588 -1.595 -3.211  -0.06
H: 1.080 -3.826 0.365  0.08
H: -0.092 -2.978 2.260  0.09
H: -1.403 -2.304 1.213  0.11
H: -2.377 -4.397 0.977  0.07
H: -0.834 -5.278 1.247  0.07
H: -1.690 -4.515 2.572  0.06
H: 3.661 -3.516 -2.171  -0.10
H: 4.955 -0.334 -1.527  0.08
H: 5.305 -0.460 0.048  0.09
H: 5.116 -2.943 0.055  0.12
C: -3.291 -1.435 3.811  -0.09
C: -4.285 -1.617 4.947  -0.27
N: -4.664 -3.003 5.152  -0.20
C: -5.819 -3.169 6.015  -0.25
C: -5.697 -2.733 7.481  -0.09
C: -3.564 -3.925 5.371  -0.24
C: -2.607 -3.645 6.538  -0.08
H: -3.663 -1.895 2.894  0.08
H: -3.132 -0.374 3.618  0.08
H: -2.317 -1.869 4.045  0.06
H: -5.195 -1.062 4.706  0.12
H: -3.872 -1.149 5.856  0.10
H: -6.120 -4.219 5.979  0.11
H: -6.643 -2.612 5.560  0.11
H: -5.087 -3.422 8.064  0.05
H: -6.688 -2.712 7.939  0.07
H: -5.272 -1.734 7.575  0.07
H: -2.974 -3.967 4.452  0.08
H: -3.987 -4.927 5.480  0.12
H: -2.296 -2.600 6.567  0.07
H: -1.705 -4.250 6.423  0.07
H: -3.044 -3.897 7.502  0.05
C: 2.505 -4.770 -6.638  -0.09
C: 1.599 -3.854 -7.446  -0.28
N: 2.089 -3.607 -8.788  -0.20
C: 1.415 -2.511 -9.460  -0.25
C: -0.079 -2.658 -9.772  -0.09
C: 2.341 -4.792 -9.589  -0.25
C: 1.180 -5.769 -9.816  -0.08
H: 3.529 -4.395 -6.632  0.08
H: 2.155 -4.817 -5.605  0.06
H: 2.511 -5.790 -7.025  0.06
H: 1.542 -2.885 -6.940  0.10
H: 0.576 -4.266 -7.433  0.10
H: 1.955 -2.301 -10.387  0.11
H: 1.549 -1.621 -8.836  0.11
H: -0.260 -3.351 -10.592  0.05
H: -0.488 -1.691 -10.069  0.07
H: -0.645 -2.999 -8.903  0.07
H: 3.163 -5.342 -9.126  0.10
H: 2.731 -4.462 -10.555  0.11
H: 0.647 -5.989 -8.890  0.07
H: 1.568 -6.715 -10.200  0.07
H: 0.460 -5.397 -10.543  0.05

The HOMO-LUMO gap comes out at 8.08 eV. Its LUMO energy is 0.0 eV. Its HOMO energy is -8.09 eV. The SMILES is CCCCCCCCCCCCC[C@]1([PH2]=N)OC(=O)[C@]([C@H](Cl)CC)(S(=O)(=O)C(F)(F)C(F)(F)C(F)(F)C(F)(F)F)[C@]1(S)B(N)O.CCN(CC)CC.CCN(CC)CC. As for the total charge: 0.

[2]
# C36H70F3NiO18S8

A structure of composition C36H70F3NiO18S8 at a distorted geometry (the ωB97M-V functional and the def2-TZVPD basis, the OMol25 dataset).

Last column: Löwdin charge in e.
Geometry (Å):
Ni: -4.058 -2.040 5.593  1.00
C: 0.902 -0.389 1.422  -0.29
O: 0.297 0.728 0.722  -0.11
O: -0.062 -0.701 2.420  0.13
C: 1.507 -1.570 0.545  -0.51
F: 2.599 -1.189 -0.167  0.13
F: 1.818 -2.603 1.372  0.13
F: 0.696 -2.117 -0.383  0.14
C: 1.147 1.437 -0.329  -0.14
C: 0.881 3.031 -0.191  -0.06
H: 0.632 3.460 0.780  0.07
H: 1.724 3.644 -0.509  0.06
H: 0.072 3.254 -0.886  0.06
H: 0.699 1.162 -1.284  0.11
H: 2.220 1.248 -0.307  0.10
H: 1.818 0.004 1.863  0.17
C: 10.836 -1.004 0.079  -0.24
C: 9.905 -1.286 -1.064  -0.21
C: 10.876 -1.329 -2.338  -0.18
S: 12.434 -2.238 -1.800  0.72
O: 13.631 -1.507 -2.230  -0.34
O: 12.267 -3.694 -1.968  -0.35
C: 12.075 -1.920 -0.077  -0.24
H: 10.429 -1.204 1.070  0.11
H: 11.117 0.049 0.049  0.11
H: 9.059 -0.659 -1.345  0.11
H: 9.396 -2.222 -0.835  0.11
H: 11.248 -0.334 -2.583  0.09
H: 10.490 -1.806 -3.239  0.09
H: 12.941 -1.510 0.443  0.10
H: 11.836 -2.837 0.462  0.10
C: -7.398 2.317 -1.841  -0.22
C: -8.263 3.306 -1.096  -0.21
C: -8.107 2.958 0.442  -0.21
S: -6.391 2.428 0.708  0.70
O: -6.326 1.228 1.589  -0.38
O: -5.655 3.613 1.061  -0.33
C: -6.086 2.006 -1.062  -0.20
H: -7.175 2.717 -2.830  0.12
H: -7.912 1.356 -1.858  0.12
H: -9.298 3.290 -1.438  0.11
H: -7.959 4.327 -1.326  0.11
H: -8.851 2.195 0.670  0.10
H: -8.445 3.761 1.097  0.10
H: -5.853 0.945 -0.973  0.09
H: -5.202 2.564 -1.371  0.10
C: 5.973 -4.159 7.435  -0.23
C: 5.130 -3.557 8.571  -0.22
C: 5.281 -4.505 9.864  -0.15
S: 7.107 -4.965 9.701  0.72
O: 7.208 -6.446 9.610  -0.36
O: 7.956 -4.299 10.714  -0.35
C: 7.364 -4.294 8.084  -0.26
H: 6.121 -3.522 6.563  0.11
H: 5.628 -5.118 7.050  0.12
H: 4.121 -3.528 8.160  0.10
H: 5.353 -2.502 8.734  0.11
H: 4.622 -5.351 9.664  0.09
H: 5.004 -4.070 10.824  0.09
H: 8.105 -4.824 7.486  0.12
H: 7.658 -3.253 8.224  0.10
C: -4.215 9.840 -1.598  -0.19
C: -5.470 10.612 -1.116  -0.24
C: -5.218 12.162 -1.173  -0.21
S: -3.544 12.298 -0.524  0.73
O: -3.613 12.614 0.929  -0.36
O: -2.713 13.087 -1.453  -0.35
C: -3.149 10.496 -0.662  -0.21
H: -3.998 9.969 -2.659  0.11
H: -4.393 8.770 -1.491  0.11
H: -5.767 10.271 -0.124  0.11
H: -6.370 10.454 -1.710  0.11
H: -5.930 12.843 -0.709  0.11
H: -5.184 12.310 -2.253  0.10
H: -3.345 10.230 0.377  0.09
H: -2.101 10.265 -0.853  0.10
C: -3.727 -3.791 -6.273  -0.25
C: -4.343 -2.692 -7.141  -0.22
C: -5.412 -3.295 -8.037  -0.20
S: -5.346 -5.161 -7.918  0.72
O: -5.150 -5.838 -9.203  -0.35
O: -6.474 -5.641 -7.107  -0.35
C: -3.714 -5.116 -7.019  -0.21
H: -4.336 -3.905 -5.376  0.11
H: -2.752 -3.447 -5.930  0.11
H: -3.551 -2.179 -7.687  0.12
H: -4.856 -2.006 -6.467  0.11
H: -5.184 -3.251 -9.102  0.09
H: -6.459 -3.037 -7.880  0.10
H: -2.885 -5.055 -7.723  0.10
H: -3.491 -6.001 -6.422  0.10
C: -7.233 -9.171 1.913  -0.21
C: -5.778 -9.147 1.311  -0.23
C: -5.609 -7.957 0.420  -0.20
S: -6.443 -6.586 1.435  0.72
O: -7.009 -5.632 0.534  -0.34
O: -5.640 -6.143 2.598  -0.38
C: -7.758 -7.781 2.072  -0.22
H: -7.481 -9.790 2.775  0.12
H: -7.877 -9.628 1.162  0.11
H: -5.523 -10.084 0.816  0.11
H: -5.065 -9.151 2.135  0.11
H: -6.135 -8.045 -0.531  0.11
H: -4.617 -7.568 0.194  0.10
H: -8.595 -7.585 1.402  0.09
H: -8.196 -7.511 3.032  0.10
C: 1.159 4.531 7.516  -0.22
C: 1.833 3.383 8.188  -0.24
C: 0.768 2.776 9.148  -0.19
S: -0.962 3.146 8.464  0.73
O: -1.686 4.015 9.393  -0.34
O: -1.591 1.876 8.014  -0.40
C: -0.289 4.090 6.994  -0.17
H: 1.760 4.863 6.669  0.12
H: 1.002 5.274 8.298  0.12
H: 2.766 3.617 8.700  0.12
H: 2.079 2.623 7.447  0.11
H: 0.767 3.291 10.109  0.09
H: 0.873 1.724 9.415  0.09
H: -1.041 4.848 6.773  0.10
H: -0.253 3.341 6.202  0.09
C: 4.170 -0.819 -8.175  -0.19
C: 3.445 0.578 -7.847  -0.16
C: 3.975 1.646 -8.965  -0.23
S: 4.047 0.804 -10.527  0.66
O: 5.262 1.091 -11.269  -0.32
O: 2.781 0.976 -11.186  -0.33
C: 4.036 -0.866 -9.705  -0.23
H: 3.806 -1.699 -7.645  0.11
H: 5.226 -0.701 -7.933  0.10
H: 3.689 0.868 -6.825  0.10
H: 2.374 0.477 -8.019  0.10
H: 5.011 1.856 -8.702  0.09
H: 3.521 2.631 -9.066  0.10
H: 4.870 -1.413 -10.145  0.09
H: 3.106 -1.334 -10.028  0.10

The HOMO-LUMO gap (spin up / spin down) comes out at 4.38 / 4.45 eV. Its LUMO energy (spin up / spin down) is -7.0 / -7.0 eV. Its HOMO energy (spin up / spin down) is -11.41 / -11.41 eV. The energy above the lowest of the compared OMol25 structures with the same formula, charge and spin comes out at 1005.6 kJ/mol. As for the expectation value of S²: 2.01. As for the total charge: +1. Its multiplicity is 3.

[3]
# C36H70FN2O13S

A cluster of 6 separate species, C36H70FN2O13S in total at a distorted geometry (the ωB97M-V functional and the def2-TZVPD basis, the OMol25 dataset).

Last column: Löwdin charge in e.
Geometry (Å):
C: -1.077 3.842 -4.752  -0.10
O: -0.487 3.000 -3.783  -0.20
C: -1.197 2.878 -2.566  -0.23
C: -2.709 2.922 -2.647  -0.18
C: -3.328 2.509 -1.305  -0.20
C: -3.943 1.129 -1.396  -0.19
C: -4.537 0.557 -0.088  -0.19
C: -4.738 1.545 1.034  -0.20
C: -5.251 0.894 2.329  -0.18
C: -4.366 1.275 3.500  -0.20
C: -4.428 0.271 4.649  -0.18
C: -3.746 -1.015 4.219  -0.22
C: -2.253 -0.905 3.982  -0.15
C: -1.769 -2.266 3.409  -0.08
C: -1.565 -2.084 1.962  -0.15
N: -2.549 -2.293 1.012  0.20
C: -2.114 -1.943 -0.201  -0.02
N: -0.854 -1.556 -0.085  0.18
C: -0.482 -1.639 1.234  -0.20
S: 1.130 -1.271 1.725  0.63
O: 1.843 -0.959 0.545  -0.23
O: 1.169 -0.346 2.792  -0.19
F: 1.577 -2.629 2.273  -0.09
H: -1.873 3.337 -5.287  0.09
H: -0.304 4.098 -5.465  0.08
H: -1.448 4.765 -4.325  0.09
H: -0.928 1.903 -2.167  0.11
H: -0.861 3.619 -1.838  0.12
H: -3.067 2.286 -3.447  0.11
H: -3.033 3.930 -2.874  0.11
H: -2.544 2.485 -0.551  0.10
H: -4.028 3.260 -0.965  0.11
H: -4.677 1.092 -2.190  0.12
H: -3.156 0.461 -1.718  0.07
H: -5.486 0.090 -0.328  0.11
H: -3.887 -0.252 0.251  0.07
H: -5.419 2.327 0.716  0.12
H: -3.800 2.033 1.259  0.08
H: -5.305 -0.185 2.219  0.09
H: -6.259 1.246 2.512  0.11
H: -4.619 2.276 3.834  0.12
H: -3.352 1.343 3.154  0.06
H: -4.016 0.689 5.559  0.11
H: -5.469 0.039 4.851  0.12
H: -4.247 -1.331 3.307  0.09
H: -3.895 -1.784 4.971  0.12
H: -2.041 -0.152 3.237  0.09
H: -1.740 -0.652 4.898  0.13
H: -0.887 -2.677 3.878  0.13
H: -2.564 -2.991 3.540  0.12
H: -3.478 -2.628 1.217  0.19
H: -2.683 -1.977 -1.107  0.16
H: -0.256 -1.247 -0.837  0.15
O: 5.274 0.886 -6.470  0.12
C: 4.608 1.392 -5.615  -0.53
O: 3.453 1.993 -5.962  0.00
C: 2.493 2.449 -5.005  -0.25
C: 2.817 3.829 -4.475  -0.05
C: 5.061 1.427 -4.171  0.01
H: 2.369 1.719 -4.203  0.09
H: 1.551 2.477 -5.548  0.11
H: 3.764 3.843 -3.934  0.07
H: 2.027 4.163 -3.802  0.07
H: 2.900 4.536 -5.300  0.09
H: 5.733 2.274 -4.044  0.10
H: 5.613 0.513 -3.972  0.09
H: 4.253 1.507 -3.448  0.06
O: 3.660 -3.400 8.623  0.12
C: 3.984 -3.314 7.478  -0.52
O: 3.007 -3.163 6.548  0.00
C: 3.273 -2.880 5.180  -0.25
C: 3.538 -4.134 4.369  -0.06
C: 5.424 -3.427 7.033  0.02
H: 4.079 -2.151 5.081  0.12
H: 2.366 -2.391 4.826  0.10
H: 4.433 -4.653 4.708  0.07
H: 3.667 -3.885 3.315  0.06
H: 2.702 -4.829 4.465  0.09
H: 5.673 -4.484 6.940  0.10
H: 6.049 -2.991 7.807  0.09
H: 5.648 -2.927 6.093  0.07
O: -3.016 -0.827 -3.828  0.11
C: -1.928 -1.215 -4.137  -0.50
O: -1.017 -1.445 -3.149  -0.04
C: 0.275 -2.000 -3.426  -0.22
C: 1.283 -0.937 -3.812  -0.05
C: -1.510 -1.368 -5.580  0.03
H: 0.203 -2.792 -4.170  0.13
H: 0.579 -2.478 -2.492  0.10
H: 0.999 -0.432 -4.734  0.08
H: 2.269 -1.381 -3.956  0.07
H: 1.350 -0.178 -3.031  0.08
H: -1.193 -0.393 -5.950  0.10
H: -2.380 -1.688 -6.147  0.10
H: -0.712 -2.086 -5.750  0.08
O: 1.780 -6.399 -2.376  0.12
C: 2.585 -5.635 -1.932  -0.52
O: 2.157 -4.396 -1.587  -0.02
C: 2.961 -3.448 -0.884  -0.24
C: 3.841 -2.638 -1.810  -0.04
C: 4.049 -5.982 -1.799  0.02
H: 3.536 -3.932 -0.090  0.12
H: 2.263 -2.784 -0.394  0.06
H: 4.567 -3.265 -2.326  0.08
H: 4.382 -1.875 -1.251  0.09
H: 3.232 -2.149 -2.571  0.04
H: 4.533 -5.804 -2.758  0.10
H: 4.123 -7.040 -1.565  0.10
H: 4.577 -5.425 -1.029  0.07
O: -1.426 2.167 2.224  0.07
C: -1.119 3.316 2.424  -0.52
O: -2.019 4.258 2.123  0.00
C: -1.840 5.646 2.442  -0.22
C: -1.048 6.374 1.378  -0.06
C: 0.250 3.707 2.923  0.03
H: -1.402 5.755 3.434  0.12
H: -2.850 6.044 2.496  0.13
H: -0.035 5.982 1.288  0.07
H: -0.984 7.435 1.616  0.09
H: -1.533 6.264 0.408  0.08
H: 0.925 3.754 2.069  0.10
H: 0.598 2.933 3.600  0.09
H: 0.278 4.659 3.447  0.08

The HOMO-LUMO gap comes out at 8.82 eV. Its LUMO energy is -3.0 eV. Its HOMO energy is -11.82 eV. As for the total charge: +1.